{
  "formula": "C13H39ClO11S",
  "method": "ωB97M-V/def2-TZVPD",
  "species": ["C", "C", "C", "C", "O", "S", "O", "O", "C", "C", "O", "Cl", "H", "H", "H", "H", "H", "H", "H", "H", "H", "H", "H", "C", "O", "H", "H", "H", "H", "C", "O", "H", "H", "H", "H", "C", "O", "H", "H", "H", "H", "C", "O", "H", "H", "H", "H", "C", "O", "H", "H", "H", "H", "C", "O", "H", "H", "H", "H", "C", "O", "H", "H", "H", "H"],
  "positions_angstrom": [[-1.0416, -1.3362, 1.0585], [-1.3533, -2.6538, 1.9381], [-2.9140, -3.1523, 1.7982], [-0.9189, -2.5226, 3.4944], [-1.2651, -1.2376, 4.1000], [-0.0788, -0.8540, 5.2323], [1.1979, -0.5415, 4.4651], [-0.4336, 0.5811, 6.0573], [-1.3122, 1.4689, 5.3226], [-0.7712, 1.8994, 3.8752], [0.3779, 2.2703, 3.6129], [-2.0064, 1.7941, 2.4999], [-1.9688, -0.6624, 1.0575], [-0.8074, -1.6080, -0.0514], [-0.2001, -0.7605, 1.5703], [-0.6771, -3.4899, 1.5100], [-3.4276, -2.4585, 1.0272], [-2.9975, -4.2419, 1.4785], [-3.3996, -2.9368, 2.8199], [-1.4581, -3.3944, 4.0314], [0.2197, -2.7224, 3.5146], [-1.3674, 2.4469, 5.9374], [-2.4049, 1.0979, 5.2714], [2.0685, -1.0483, -1.4334], [0.6678, -1.2766, -1.5164], [2.5678, -1.9920, -1.2152], [2.4330, -0.6588, -2.3832], [2.2770, -0.3342, -0.6312], [0.2507, -0.4242, -1.7104], [0.5532, 3.1216, -1.4492], [-0.2203, 1.9452, -1.2607], [1.5218, 2.8447, -1.8641], [0.0399, 3.7890, -2.1426], [0.7007, 3.6222, -0.4886], [-1.0702, 2.2191, -0.8933], [-3.6906, -2.4750, -2.5009], [-3.6152, -1.8483, -1.2288], [-3.1232, -3.4052, -2.4687], [-4.7337, -2.6957, -2.7423], [-3.2634, -1.8172, -3.2620], [-4.1249, -1.0306, -1.2890], [3.7380, -2.1649, -4.7030], [4.0643, -1.7677, -3.3792], [2.6779, -2.4169, -4.7428], [3.9405, -1.3437, -5.3953], [4.3285, -3.0415, -4.9816], [5.0052, -1.5506, -3.3704], [-2.0773, 4.3276, -4.4434], [-2.0052, 4.9559, -3.1706], [-1.5120, 3.3954, -4.4089], [-3.1196, 4.1091, -4.6878], [-1.6448, 4.9852, -5.2020], [-2.5115, 5.7760, -3.2275], [3.3559, -3.5071, 6.1741], [1.9577, -3.7379, 6.0909], [3.8555, -4.4513, 6.3928], [3.7227, -3.1164, 5.2218], [3.5653, -2.7939, 6.9755], [1.5404, -2.8892, 5.8972], [2.1134, 5.1479, -4.4544], [1.3397, 3.9734, -4.2650], [3.0820, 4.8680, -4.8694], [1.6024, 5.8187, -5.1501], [2.2629, 5.6500, -3.4947], [0.4896, 4.2490, -3.8976]],
  "forces_ev_per_angstrom": [[-0.647, -0.375, 0.228], [-0.186, -0.164, -0.459], [0.645, 1.577, 0.177], [0.473, -2.246, -1.525], [0.648, 1.023, 0.694], [4.005, -0.539, -1.107], [-3.563, -0.701, 1.735], [-1.666, -0.215, -2.586], [-1.219, 1.668, 0.162], [3.587, 0.721, -0.796], [-4.772, -1.387, 1.294], [0.732, 0.207, 1.376], [1.304, -0.920, 0.086], [-0.270, 0.483, 2.392], [-0.901, -0.703, -1.016], [-0.996, 1.243, 0.910], [0.790, -1.463, 1.192], [0.034, 1.489, 0.592], [0.462, -0.684, -1.563], [0.892, 1.611, -0.448], [-1.785, 0.595, 0.227], [0.307, -1.506, -1.017], [1.950, 0.217, -0.178], [-0.326, 0.392, 0.020], [-0.192, 0.005, -0.328], [-0.128, 0.070, -0.090], [0.158, -0.035, 0.225], [0.169, -0.009, 0.036], [0.099, -0.120, 0.154], [-0.090, -0.009, 0.230], [-0.209, -0.256, -0.039], [-0.175, -0.061, 0.016], [0.086, 0.128, 0.212], [0.088, 0.138, -0.069], [0.194, -0.169, -0.028], [-0.110, 0.203, 0.010], [-0.099, 0.185, 0.046], [-0.024, 0.129, 0.092], [0.054, -0.121, -0.190], [-0.003, -0.175, -0.155], [0.159, -0.163, 0.114], [0.262, 0.060, 0.039], [0.447, -0.057, -0.097], [0.094, 0.053, 0.118], [-0.097, -0.118, -0.183], [-0.125, -0.025, -0.206], [-0.222, -0.050, 0.064], [-0.194, 0.202, -0.049], [0.065, 0.122, 0.174], [-0.059, 0.077, 0.077], [0.083, -0.120, -0.195], [-0.031, -0.180, -0.183], [0.158, -0.172, 0.124], [-0.161, 0.221, -0.089], [-0.211, -0.043, -0.006], [-0.146, 0.043, -0.015], [0.211, 0.013, 0.085], [0.232, -0.021, -0.035], [0.100, -0.193, 0.033], [-0.293, -0.036, 0.100], [-0.051, -0.026, -0.221], [-0.125, -0.056, 0.042], [0.191, 0.172, -0.006], [0.141, 0.169, -0.087], [0.253, -0.094, -0.110]],
  "spin_multiplicity": 1,
  "e_above_lowest_kcal_mol": 0.0,
  "charge": 0,
  "homo_energy_ha": -0.338,
  "total_energy_ev": -59986.665
}


{
  "formula": "C13H40BrO7",
  "method": "ωB97M-V/def2-TZVPD",
  "species": ["Br", "C", "C", "C", "O", "H", "H", "H", "H", "H", "H", "H", "H", "C", "C", "C", "O", "H", "H", "H", "H", "H", "H", "H", "H", "C", "C", "C", "O", "H", "H", "H", "H", "H", "H", "H", "H", "C", "O", "H", "H", "H", "H", "C", "O", "H", "H", "H", "H", "C", "O", "H", "H", "H", "H", "C", "O", "H", "H", "H", "H"],
  "positions_angstrom": [[0.4964, 0.2121, 0.1268], [-3.5110, 2.1900, 0.8696], [-3.9046, 0.9219, 0.0607], [-3.5534, 0.8710, -1.4169], [-3.2432, -0.0846, 0.7297], [-3.9358, 3.0132, 0.2953], [-2.4335, 2.3523, 0.8996], [-3.9356, 2.0798, 1.8675], [-4.9467, 0.6302, 0.1912], [-3.6342, -0.1276, -1.8462], [-2.5277, 1.1926, -1.5974], [-4.2223, 1.4654, -2.0393], [-2.2965, 0.0661, 0.6779], [-1.6189, -3.9616, -1.1599], [-0.8178, -3.2989, -2.2784], [-1.5812, -2.1253, -2.9731], [0.3284, -2.7015, -1.7686], [-2.4948, -4.4452, -1.5924], [-1.9676, -3.2533, -0.4083], [-0.9714, -4.7138, -0.7095], [-0.5278, -4.0806, -2.9804], [-1.7564, -1.2715, -2.3187], [-2.5513, -2.4166, -3.3761], [-1.0208, -1.8120, -3.8539], [0.0398, -1.8734, -1.3781], [4.6050, 0.8055, 0.1196], [4.3984, -0.5210, 0.7624], [3.8069, -0.4249, 2.2002], [3.5490, -1.3074, -0.1323], [3.6467, 1.3225, 0.0719], [5.0530, 0.6943, -0.8678], [5.2664, 1.4045, 0.7457], [5.3592, -1.0263, 0.8603], [3.6007, -1.3753, 2.6925], [2.9347, 0.2266, 2.1461], [4.4935, 0.1376, 2.8328], [2.7014, -0.8577, -0.1027], [-1.2333, 1.7138, 3.7565], [-0.2931, 2.3604, 2.9384], [-1.9424, 1.1576, 3.1433], [-0.6538, 1.0647, 4.4129], [-1.7359, 2.4045, 4.4335], [-0.1023, 1.7791, 2.1986], [-1.8083, -2.2211, 3.0088], [-0.3744, -2.0063, 2.8935], [-2.3001, -1.3155, 2.6538], [-2.0897, -3.0818, 2.4020], [-2.0086, -2.3749, 4.0692], [-0.1493, -1.5402, 2.0850], [0.6507, 4.1641, -0.3215], [1.0990, 3.2264, -1.2235], [0.0640, 3.6858, 0.4627], [1.4852, 4.6984, 0.1328], [-0.0600, 4.8493, -0.7836], [1.0671, 2.3183, -0.9137], [2.7331, 0.3299, -3.1430], [3.4247, -0.7048, -3.8523], [3.3261, 1.2136, -2.9078], [2.0481, 0.7113, -3.9003], [2.2585, 0.0553, -2.2010], [3.7676, -0.3949, -4.6937]],
  "forces_ev_per_angstrom": [[-0.434, 0.084, 0.201], [-1.259, -0.021, -1.814], [0.634, 0.471, 0.423], [-0.063, 0.466, -0.527], [0.604, -2.383, 0.869], [-0.131, 0.612, 0.537], [0.054, -0.311, 0.022], [0.105, 0.308, -0.082], [-0.321, 0.589, -0.019], [-0.076, -0.231, 0.477], [0.103, 0.148, 0.074], [-0.008, 0.404, 0.108], [0.529, 0.013, -0.155], [-0.021, -0.135, -0.506], [-1.347, 1.463, 0.158], [-0.288, -1.211, -0.754], [1.124, -0.459, 0.142], [-0.126, -0.181, 0.067], [0.164, 0.114, 0.024], [-0.147, -0.003, 0.225], [0.096, 0.148, -0.251], [0.281, -0.140, 0.214], [-0.265, -0.217, 0.142], [0.262, 0.224, 0.181], [0.361, 0.420, 0.414], [0.236, 0.731, 0.394], [-0.948, -1.394, 0.302], [0.321, 0.853, -0.818], [1.362, 0.164, 1.107], [-0.036, 0.134, -0.274], [-0.168, 0.029, -0.008], [0.147, 0.235, -0.030], [-0.010, -0.374, -0.351], [-0.145, -0.001, -0.365], [-0.434, -0.378, 0.115], [0.336, -0.071, 0.073], [-0.626, -0.001, -0.056], [0.670, -0.504, 0.362], [-0.095, 1.064, -0.180], [-0.223, -0.129, 0.319], [-0.389, -0.630, 0.122], [-0.139, 0.358, -0.401], [0.252, -0.279, -0.337], [1.656, 0.784, -0.536], [-0.597, -0.539, 0.817], [-0.449, -0.216, 0.088], [-0.276, -0.054, 0.112], [-0.098, -0.113, -0.123], [-0.159, 0.181, -0.382], [-0.747, -0.253, 1.023], [0.704, -0.088, -1.788], [0.101, -0.001, 0.410], [-0.021, 0.268, 0.085], [0.228, 0.295, -0.315], [-0.289, -0.238, 0.560], [-0.012, 1.017, -1.585], [0.410, -0.681, 1.103], [0.694, -0.131, 0.108], [-0.911, 0.183, 0.588], [0.022, -0.773, -0.519], [-0.200, 0.386, 0.206]],
  "spin_multiplicity": 1,
  "charge": -1,
  "homo_energy_ha": -0.229,
  "total_energy_ev": -98505.972
}